Record 1
The following is a DFT calculation (ωB97M-V/def2-TZVPD) of C3H8I2N2 in the gas phase at a distorted geometry.

```
15
Properties=species:S:1:pos:R:3:forces:R:3
C 0.94458 -0.48893 0.72802 1.0 1.5 2.7
C -0.33349 -0.70550 -0.06917 0.5 -1.2 -0.4
C -0.68802 0.66002 -0.72528 -3.4 -3.8 -1.1
N -1.27517 1.68363 0.05690 0.4 0.5 2.1
N -3.78748 0.22134 -0.98073 -0.6 -0.7 -1.1
I -4.46904 -1.40492 0.05596 0.1 -0.4 0.2
I -3.41004 1.70499 0.09551 1.3 1.1 0.5
H 1.39443 0.56548 0.45360 0.0 -2.5 -0.1
H 0.63426 -0.16500 1.75120 0.3 -0.6 -0.3
H 1.70527 -1.37340 0.89582 -1.5 1.9 -0.8
H -1.15847 -1.25471 0.47706 0.8 1.0 -0.3
H 0.00638 -1.46963 -0.81697 -0.9 1.0 -0.2
H 0.24295 0.97540 -1.08781 1.0 0.9 -1.1
H -1.49499 0.46329 -1.51234 1.5 -0.3 0.0
H -0.92866 2.47115 -0.44313 -0.6 1.5 -0.1
```
Positions in Å, forces in eV/Å.

The relative energy (zero: lowest compared OMol25 entry of this formula, charge and spin) comes out at 246.3 kJ/mol. The lowest unoccupied orbital energy comes out at -0.0181 hartree. The calculation puts the max |F| at 5.16 eV/A. The highest occupied orbital energy is -8.30 eV.

Atomic partial charges in e from the natural (NBO) method, atoms 1 to 5:
1 C -0.6330
2 C -0.4352
3 C -0.2601
4 N -0.7995
5 N -1.1188



Record 2
The following is a DFT calculation (ωB97M-V/def2-TZVPD) of 2 unconnected molecules or ions with the total composition H4N2O2S at a distorted geometry.

```
9
Properties=species:S:1:pos:R:3:forces:R:3
N 1.62588 0.21122 1.22730 -0.6 0.4 0.4
N -0.38628 -0.73314 0.77776 0.7 0.3 -0.1
O -1.53152 -0.04766 -1.42360 1.0 0.1 0.4
O -0.20263 1.62517 -0.11249 -0.8 -1.2 -1.3
S -0.12315 -0.00429 -0.59854 -0.2 1.1 1.9
H 2.11263 -0.56919 0.80218 0.5 -0.6 -0.3
H 0.31762 -1.37731 1.20510 -0.8 0.4 -1.2
H -2.30377 0.24869 -0.92225 0.0 0.1 0.4
H 0.12016 1.69297 0.80193 0.2 -0.5 -0.2
```
Positions in Å, forces in eV/Å.

The relative energy (zero: lowest compared OMol25 entry of this formula, charge and spin) comes out at 587.4 kJ/mol. The lowest unoccupied orbital energy (alpha / beta) comes out at -0.0391 / -0.0328 hartree. The calculation puts the max |F| at 2.23 eV/A. The highest occupied orbital energy (alpha / beta) is -9.73 / -9.64 eV.

Atomic partial charges in e from the natural (NBO) method, atoms 1 to 5:
1 N -0.4879
2 N -1.0403
3 O -0.8653
4 O -0.8833
5 S 1.5839



Record 3
The following is a DFT calculation (ωB97M-V/def2-TZVPD) of a molecular structure, C43H58BrCl3CsGeNO11P4S2 at a distorted geometry.

```
125
Properties=species:S:1:pos:R:3:forces:R:3
Cs 0.72663 -2.15782 0.40104 0.1 0.4 0.0
S -2.27462 0.22408 -0.30411 -0.3 -0.2 0.1
P -2.73037 0.66471 -2.18497 1.4 0.8 1.3
C -3.19200 -0.59818 -3.22878 -0.5 1.9 -0.2
P -3.00810 -2.20772 -3.17117 1.2 -4.0 0.1
S -0.90729 -2.86550 -3.10369 -0.5 -0.5 -0.5
C -3.75127 -3.20538 -1.85259 -0.9 0.5 1.5
C -2.98451 -3.69556 -0.75096 -0.6 1.2 -2.7
C -3.67304 -4.36155 0.20454 -0.1 -1.8 2.2
C -5.05967 -4.61219 0.20198 1.6 1.2 0.3
C -5.77322 -4.09358 -0.84136 -0.9 -0.3 0.2
C -5.16199 -3.36340 -1.82973 1.2 0.4 -1.3
C -3.65165 -3.02947 -4.66352 -0.3 -0.2 0.4
C -3.68210 -4.41119 -4.85448 1.0 -0.2 -0.3
C -3.97363 -4.95725 -6.10212 -0.2 -0.7 0.6
C -4.24629 -4.11641 -7.15254 -1.1 2.2 -0.5
C -4.31765 -2.69949 -6.98622 -0.1 -1.0 1.4
C -4.10040 -2.21181 -5.66319 -0.4 1.6 -2.4
C -1.22633 1.54285 -2.86088 -0.4 0.2 -0.8
C -0.54863 0.88420 -3.88757 -0.7 -0.5 1.4
C 0.50061 1.48698 -4.51782 2.1 -1.0 -0.6
C 0.88527 2.77599 -4.19342 0.0 0.2 -0.3
C 0.22957 3.45923 -3.20074 -0.5 0.8 1.4
C -0.77470 2.82670 -2.50144 -1.8 -0.7 0.8
C -4.01459 1.94080 -2.28066 -0.2 0.0 1.1
C -4.93218 2.21821 -1.22657 0.7 0.5 0.0
C -5.85762 3.24289 -1.42402 0.5 -2.1 0.7
C -5.95640 3.82924 -2.62907 0.2 2.1 -1.7
C -5.01380 3.67793 -3.62951 0.6 -1.5 0.3
C -4.00690 2.69731 -3.43726 -1.0 1.5 -1.0
H -1.90357 -3.56818 -0.83586 -0.4 -0.4 0.5
H -3.10034 -4.82551 1.01255 -0.1 0.3 -0.1
H -5.54008 -4.99165 1.09590 0.1 -0.5 -0.3
H -6.82438 -4.30461 -0.86637 -0.5 0.3 -0.2
H -5.76315 -2.93472 -2.64277 0.3 -0.2 0.3
H -3.32265 -5.06152 -4.08539 0.0 -0.3 0.5
H -4.04627 -6.05797 -6.23420 0.2 0.9 0.2
H -4.67470 -4.47758 -8.07163 0.5 -0.4 -0.4
H -4.62936 -2.04918 -7.83099 0.2 -0.5 0.9
H -4.27272 -1.14012 -5.41596 0.4 -0.8 -0.4
H -0.77926 -0.17127 -3.95692 0.1 -0.1 -0.8
H 1.21262 0.83857 -5.09395 -1.0 0.9 0.1
H 1.70903 3.23609 -4.68664 0.6 0.2 -0.4
H 0.43844 4.46712 -2.79377 0.5 -0.6 -0.8
H -1.27003 3.33039 -1.65465 0.3 -0.2 -0.5
H -4.86821 1.81199 -0.19739 0.2 -0.3 -1.1
H -6.57817 3.46787 -0.68149 -0.4 0.2 0.8
H -6.66916 4.61549 -2.76819 -0.6 0.2 -0.1
H -5.10546 4.24300 -4.54839 0.2 0.0 0.0
H -3.22972 2.61570 -4.21165 -0.4 -0.3 0.5
O 6.45297 -4.61376 -1.17536 0.2 1.9 -1.2
C 5.68330 -3.52350 -0.87541 -0.5 0.1 -0.3
C 5.31648 -3.08831 0.41468 1.1 -1.9 -1.0
C 4.74806 -1.86914 0.51280 -0.3 0.6 0.6
N 4.43482 -1.08131 -0.49772 -0.2 0.4 -0.7
C 4.65275 -1.55527 -1.68478 -0.1 0.3 -1.2
Br 4.04497 -0.31889 -3.09943 0.4 -0.9 0.4
C 5.26263 -2.77702 -1.97707 0.2 0.4 0.3
H 6.27000 -5.36992 -0.67440 -0.6 -1.6 1.6
H 5.51095 -3.72962 1.25956 0.1 0.1 0.3
H 4.54206 -1.41957 1.44244 -0.3 0.2 1.3
H 5.48077 -3.15457 -2.96788 -0.1 0.3 0.0
C -1.51363 1.76885 3.40888 -2.3 2.5 0.0
C -1.04334 0.41066 3.10789 1.6 -1.4 -0.1
C -1.25911 -0.60847 4.26936 -1.3 1.3 -0.6
O 0.42727 0.46114 2.81522 -0.5 -0.9 -0.5
P 1.78002 0.76456 3.59288 -1.5 0.8 -0.6
O 2.93388 0.24943 2.84222 -0.1 0.1 0.2
C 1.61542 2.61504 3.73829 1.5 -1.0 1.3
P 1.97611 3.53112 2.23902 0.1 -0.2 -1.4
O 1.27235 3.30432 0.94316 -0.3 -0.7 1.4
O 1.80105 5.01007 2.81910 0.5 -1.4 -0.4
C 1.15958 6.04152 2.06599 0.2 1.1 -0.5
C -0.32393 5.94463 2.39268 -0.8 1.9 0.7
C 1.38075 6.05855 0.52624 -3.1 -1.1 0.2
O 3.51143 3.30707 2.04315 0.6 0.6 1.5
C 4.18613 2.56111 1.01307 -1.4 -0.9 -0.8
C 5.39784 1.82812 1.55146 0.4 2.4 -1.0
C 4.47913 3.53688 -0.09621 0.8 -0.3 -1.0
O 1.57317 0.25803 5.07813 -0.2 0.7 -1.0
C 2.06346 -1.01132 5.59642 0.2 1.1 0.8
C 3.57862 -0.79257 5.72407 0.3 -1.1 -1.0
C 1.29677 -1.10075 6.90588 1.2 1.0 0.0
H -2.60707 1.85476 3.14353 0.8 -0.4 0.4
H -1.12615 2.67655 2.86920 0.3 -1.4 0.1
H -1.46485 1.99580 4.46775 0.1 0.1 0.4
H -1.50509 0.10422 2.16241 0.5 -0.2 0.2
H -0.63537 -0.24881 5.04713 0.5 0.1 0.8
H -1.03249 -1.64757 4.08601 0.2 -0.2 -0.5
H -2.29545 -0.53544 4.66549 0.4 -0.1 -0.5
H 2.38906 2.94327 4.50565 -0.9 -0.2 -0.9
H 0.63155 2.83710 4.13800 0.0 0.1 0.0
H 1.73411 6.88320 2.45537 -0.8 0.6 0.1
H -0.68776 5.07839 1.89112 -0.5 -0.8 -0.3
H -0.97553 6.81476 2.08851 1.0 -0.7 -0.2
H -0.57076 5.89008 3.46769 0.6 -0.3 -0.3
H 0.90308 5.07962 0.14830 1.1 1.7 0.2
H 2.42652 6.11751 0.28785 0.3 0.3 -0.4
H 0.68922 6.88407 0.12780 1.5 -0.8 0.5
H 3.43249 1.81418 0.64509 0.8 0.4 0.2
H 6.18140 2.56276 1.88874 -0.6 -0.8 -0.2
H 5.73296 1.28330 0.69314 0.7 -0.4 -0.5
H 5.13113 1.13441 2.27808 -0.4 -1.0 1.5
H 5.17809 4.31992 0.23654 -0.2 -0.2 -0.1
H 3.56162 3.98841 -0.45621 -0.2 0.2 0.1
H 4.90459 3.00384 -0.98608 -0.1 0.4 0.8
H 1.75398 -1.85684 4.98763 0.3 0.1 -0.5
H 3.86836 0.17680 6.15349 -0.4 -0.4 0.2
H 4.07202 -0.85128 4.73365 -0.6 0.2 0.3
H 4.02236 -1.63524 6.23267 0.1 -0.1 0.7
H 1.62918 -0.24749 7.51499 -0.3 -0.3 0.1
H 1.50814 -2.01247 7.38886 0.5 -1.1 0.8
H 0.23533 -1.06607 6.78458 -0.6 0.2 -0.4
O 2.03101 -5.01122 -0.23853 -1.5 0.9 2.0
H 1.09782 -4.96212 0.15248 1.9 -0.7 -1.2
H 1.90252 -5.20532 -1.15235 -0.7 -0.3 -1.2
O 1.56940 0.71791 -0.84063 -0.9 1.6 1.3
H 1.04430 1.51877 -0.49189 1.1 -1.7 -0.6
H 1.13517 0.47219 -1.65320 -0.3 0.1 -0.6
O -0.90816 -4.52997 -3.27320 0.0 1.1 0.9
O -0.75606 -5.16032 -1.94304 0.1 0.3 -0.5
Cl 3.31477 -4.93310 5.30683 -0.2 0.2 -0.4
Ge 2.41718 -4.51838 3.20712 0.2 -0.7 0.2
Cl 2.94657 -6.64548 2.32680 -0.3 0.7 0.5
Cl 0.12208 -4.65030 3.83688 0.4 0.0 -0.3
```
Positions in Å, forces in eV/Å.

The net charge is -1. As for the spin multiplicity: 2. The relative energy (zero: lowest compared OMol25 entry of this formula, charge and spin) comes out at 310.3 kJ/mol. The lowest unoccupied orbital energy (alpha / beta) comes out at 0.0629 / -0.0038 hartree. The calculation puts the max |F| at 4.18 eV/A. The highest occupied orbital energy (alpha / beta) is -5.01 / -4.92 eV.

Atomic partial charges in e from the Löwdin method, atoms 1 to 5:
1 Cs 0.6606
2 S 0.2547
3 P 0.3828
4 C -0.3852
5 P 0.6652



Record 4
The following is a DFT calculation (ωB97M-V/def2-TZVPD) of a molecular structure, C16H16N7O4RhS2 at a distorted geometry.

```
46
Properties=species:S:1:pos:R:3:forces:R:3
Rh 0.30547 -1.04914 -0.57658 -0.1 1.2 0.5
C 2.75707 -1.64356 3.95812 0.0 0.0 0.0
C 3.21706 -1.52146 2.55730 -0.1 0.0 0.0
N 4.43539 -1.47079 2.13527 0.1 0.0 0.1
N 4.35995 -1.38678 0.77498 0.0 0.0 -0.2
C 3.11559 -1.38861 0.32818 -0.1 0.0 0.2
S 2.46262 -1.37822 -1.25095 -0.1 -0.6 -0.3
N 2.36719 -1.45233 1.45277 -0.1 0.1 -0.2
N 0.96219 -1.55155 1.35208 0.4 0.0 0.1
H 3.62346 -1.58867 4.61226 0.0 0.0 0.0
H 2.25959 -2.60146 4.11880 0.0 0.0 0.0
H 2.07134 -0.83764 4.22462 0.0 0.0 0.0
H 5.21238 -1.34784 0.23272 0.0 0.0 0.0
H 0.50021 -0.96838 2.05188 0.0 0.0 0.0
H 0.69678 -2.52321 1.53521 -0.1 0.0 0.0
N 1.67907 5.93029 0.00481 0.0 0.0 0.0
C 1.68705 5.11758 -1.06746 0.0 0.0 0.0
O 1.89973 5.48232 -2.19995 0.0 0.0 0.0
C 1.40770 3.63700 -0.83168 0.0 0.0 0.0
C 1.40656 2.83630 -1.96609 0.0 0.0 0.0
C 1.17038 1.48487 -1.84745 0.0 0.0 -0.1
N 0.93046 0.91380 -0.65786 0.0 -0.1 0.2
C 0.92113 1.67702 0.44349 0.0 0.0 -0.1
C 1.15660 3.03535 0.39590 0.0 0.0 0.0
H 1.86965 6.90815 -0.14917 0.0 0.0 0.0
H 1.50730 5.62556 0.94378 0.0 0.0 0.0
H 1.59287 3.28795 -2.93095 0.0 0.0 0.0
H 1.15925 0.83204 -2.71018 0.0 0.0 0.0
H 0.68897 1.18381 1.37813 0.0 0.1 0.0
H 1.12673 3.59025 1.32271 0.0 0.0 0.0
O -0.81056 -1.07531 -2.34210 0.1 0.1 -0.1
C -1.65765 -1.77844 -1.73067 0.0 -0.4 0.2
N -1.13810 -2.48926 -0.67624 0.0 0.0 -0.1
S -2.20268 -2.17410 0.58971 0.1 0.1 0.1
O -1.72938 -0.84347 1.03119 0.0 -0.6 -0.3
O -2.23887 -3.21652 1.55274 -0.1 0.1 0.0
C -3.59986 -2.01547 -0.46370 0.0 0.1 0.1
C -4.93722 -2.03865 -0.15361 0.0 0.0 0.0
C -5.82340 -1.79472 -1.20497 0.0 0.0 0.0
C -5.36745 -1.51759 -2.48727 0.0 0.0 0.0
C -4.00566 -1.47898 -2.77959 0.0 0.0 0.0
C -3.12508 -1.74762 -1.75015 0.0 0.1 -0.2
H -5.29117 -2.23696 0.84859 0.0 0.0 0.0
H -6.88736 -1.81857 -1.01294 0.0 0.0 0.0
H -6.08430 -1.33382 -3.27553 0.0 0.0 0.0
H -3.65097 -1.27321 -3.78016 0.0 0.0 0.0
```
Positions in Å, forces in eV/Å.

The net charge is +2. The relative energy (zero: lowest compared OMol25 entry of this formula, charge and spin) comes out at 80.7 kJ/mol. The lowest unoccupied orbital energy (alpha / beta) comes out at -0.3002 / -0.3001 hartree. The calculation puts the max |F| at 1.32 eV/A. The highest occupied orbital energy (alpha / beta) is -15.31 / -15.31 eV.

Atomic partial charges in e from the natural (NBO) method, atoms 1 to 5:
1 Rh 0.9265
2 C -0.6818
3 C 0.3809
4 N -0.1837
5 N -0.3239



Record 5
The following is a DFT calculation (ωB97M-V/def2-TZVPD) of C4H7N3 in the gas phase at a distorted geometry.

```
14
Properties=species:S:1:pos:R:3:forces:R:3
H -2.70672 1.28932 -0.73314 0.0 0.0 0.1
N -1.81362 1.10493 -0.28658 0.0 -0.2 -0.2
C -1.21046 0.13247 -0.85817 0.0 0.2 0.2
C -1.84604 -0.58227 -1.96779 -0.6 -0.3 -0.7
N -2.50208 -1.02821 -2.81091 0.8 0.3 0.8
N 0.04254 -0.24356 -0.47921 -0.1 -0.1 -0.1
C 0.61687 0.41189 0.68700 0.0 0.1 0.1
C 2.07434 0.03044 0.87134 0.0 0.0 0.0
H 0.41166 -1.13901 -0.76219 -0.2 0.1 0.0
H 0.51002 1.49024 0.53586 0.0 -0.1 0.0
H 0.02586 0.17000 1.58167 0.1 0.0 -0.1
H 2.66782 0.31621 -0.00278 -0.1 -0.1 0.1
H 2.18972 -1.04679 1.03761 0.0 0.1 0.0
H 2.48385 0.54556 1.74543 -0.1 -0.1 -0.1
```
Positions in Å, forces in eV/Å.

The relative energy (zero: lowest compared OMol25 entry of this formula, charge and spin) comes out at 43.3 kJ/mol. The lowest unoccupied orbital energy comes out at 0.0285 hartree. The calculation puts the max |F| at 1.20 eV/A. The highest occupied orbital energy is -9.72 eV.

Atomic partial charges in e from the natural (NBO) method, atoms 1 to 5:
1 H 0.3577
2 N -0.6640
3 C 0.3319
4 C 0.2060
5 N -0.2722



Copy entry 2 word for word.
The following is a DFT calculation (ωB97M-V/def2-TZVPD) of 2 unconnected molecules or ions with the total composition H4N2O2S at a distorted geometry.

```
9
Properties=species:S:1:pos:R:3:forces:R:3
N 1.62588 0.21122 1.22730 -0.6 0.4 0.4
N -0.38628 -0.73314 0.77776 0.7 0.3 -0.1
O -1.53152 -0.04766 -1.42360 1.0 0.1 0.4
O -0.20263 1.62517 -0.11249 -0.8 -1.2 -1.3
S -0.12315 -0.00429 -0.59854 -0.2 1.1 1.9
H 2.11263 -0.56919 0.80218 0.5 -0.6 -0.3
H 0.31762 -1.37731 1.20510 -0.8 0.4 -1.2
H -2.30377 0.24869 -0.92225 0.0 0.1 0.4
H 0.12016 1.69297 0.80193 0.2 -0.5 -0.2
```
Positions in Å, forces in eV/Å.

The relative energy (zero: lowest compared OMol25 entry of this formula, charge and spin) comes out at 587.4 kJ/mol. The lowest unoccupied orbital energy (alpha / beta) comes out at -0.0391 / -0.0328 hartree. The calculation puts the max |F| at 2.23 eV/A. The highest occupied orbital energy (alpha / beta) is -9.73 / -9.64 eV.

Atomic partial charges in e from the natural (NBO) method, atoms 1 to 5:
1 N -0.4879
2 N -1.0403
3 O -0.8653
4 O -0.8833
5 S 1.5839



Among the records above, which one has the lowest relative energy (zero: lowest compared OMol25 entry of this formula, charge and spin)? C4H7N3